C5H12O | wB97M-V/def2-TZVPD

Last columns: bonded neighbours and bond lengths (Å).
Positions of all 18 atoms, in Å:
1 O 1.0330 -0.8973 -0.0237  C2 1.740, C4 1.398
2 C -0.5002 -0.0754 -0.0649  O1 1.740, C3 1.515, C5 1.513, C6 1.464
3 C -1.4874 -1.0785 -0.6258  C2 1.515, H8 1.094, H9 1.094, H13 1.093
4 C 2.2269 -0.1916 0.1516  O1 1.398, H12 1.100, H14 1.104, H18 1.100
5 C -0.4073 1.2013 -0.8719  C2 1.513, H7 1.092, H15 1.093, H16 1.095
6 C -0.4706 0.0481 1.3938  C2 1.464, H10 1.088, H11 1.089, H17 1.186
7 H 0.1567 1.9818 -0.3560  C5 1.092
8 H -2.4653 -0.6266 -0.8136  C3 1.094
9 H -1.0886 -1.4663 -1.5680  C3 1.094
10 H -0.5047 -0.8878 1.9479  C6 1.088
11 H 0.2038 0.8066 1.7881  C6 1.089
12 H 2.4540 0.4521 -0.7115  C4 1.100
13 H -1.6220 -1.9384 0.0355  C3 1.093
14 H 2.2193 0.4502 1.0500  C4 1.104
15 H -1.3957 1.5996 -1.1169  C5 1.093
16 H 0.1289 0.9848 -1.8016  C5 1.095
17 H -1.5564 0.5169 1.3098  C6 1.186
18 H 3.0756 -0.8794 0.2772  C4 1.100

Relative energy (zero: lowest compared OMol25 entry of this formula, charge and spin): 50.5 kcal/mol
Largest force on an atom: 0.095 Eh/bohr
Energy: -7425.12255 eV
LUMO: 0.911 eV

=====

C5H12O | wB97M-V/def2-TZVPD

Last columns: bonded neighbours and bond lengths (Å).
Positions of all 18 atoms, in Å:
1 O 0.8383 -0.1850 0.2895  C2 1.414, C4 1.408
2 C 0.8903 -0.8753 1.5229  O1 1.414, C5 1.520, H8 1.101, H17 1.100
3 C -0.2909 1.1826 -1.2945  C4 1.519, C6 1.527, H10 1.097, H12 1.097
4 C -0.3979 0.4335 0.0221  O1 1.408, C3 1.519, H9 1.104, H13 1.105
5 C 1.5091 -2.2457 1.3030  C2 1.520, H11 1.096, H14 1.095, H15 1.095
6 C -1.6336 1.7548 -1.7418  C3 1.527, H7 1.097, H16 1.097, H18 1.095
7 H -2.3720 0.9576 -1.8914  C6 1.097
8 H 1.4825 -0.2911 2.2441  C2 1.101
9 H -0.6754 1.1299 0.8325  C4 1.104
10 H 0.4514 1.9825 -1.1842  C3 1.097
11 H 1.6075 -2.7875 2.2502  C5 1.096
12 H 0.1003 0.4905 -2.0498  C3 1.097
13 H -1.1980 -0.3264 -0.0396  C4 1.105
14 H 2.5020 -2.1483 0.8524  C5 1.095
15 H 0.8845 -2.8366 0.6247  C5 1.095
16 H -2.0408 2.4503 -0.9977  C6 1.097
17 H -0.1202 -0.9840 1.9447  C2 1.100
18 H -1.5372 2.2982 -2.6871  C6 1.095

Relative energy (zero: lowest compared OMol25 entry of this formula, charge and spin): 13.9 kcal/mol
Largest force on an atom: 0.006 Eh/bohr
Energy: -7426.70771 eV
LUMO: 1.188 eV

=====

C5H12O | wB97M-V/def2-TZVPD

Last columns: bonded neighbours and bond lengths (Å).
Positions of all 18 atoms, in Å:
1 O 2.8789 -0.3238 0.4234  C3 1.419, H7 0.964
2 C -1.2308 0.7760 -0.9873  C6 1.530, H9 1.096, H16 1.097, H18 1.098
3 C 1.8240 0.4452 -0.1321  O1 1.419, C4 1.534, H8 1.101, H17 1.103
4 C 0.5573 0.1714 0.6880  C3 1.534, C6 1.534, H14 1.096, H15 1.099
5 C -1.6675 -1.0516 0.6891  C6 1.528, H10 1.098, H11 1.096, H13 1.096
6 C -0.6079 -0.3518 -0.1612  C2 1.530, C4 1.534, C5 1.528, H12 1.100
7 H 3.6392 -0.2572 -0.1660  O1 0.964
8 H 2.0812 1.5155 -0.1314  C3 1.101
9 H -1.9621 0.3938 -1.7085  C2 1.096
10 H -2.1854 -0.3401 1.3448  C5 1.098
11 H -1.2171 -1.8256 1.3210  C5 1.096
12 H -0.1914 -1.0993 -0.8531  C6 1.100
13 H -2.4229 -1.5318 0.0561  C5 1.096
14 H 0.8331 -0.5726 1.4440  C4 1.096
15 H 0.2401 1.0724 1.2309  C4 1.099
16 H -0.4729 1.3387 -1.5463  C2 1.097
17 H 1.6541 0.1558 -1.1825  C3 1.103
18 H -1.7499 1.4850 -0.3288  C2 1.098

Relative energy (zero: lowest compared OMol25 entry of this formula, charge and spin): 8.6 kcal/mol
Largest force on an atom: 0.009 Eh/bohr
Energy: -7426.93891 eV
LUMO: 0.980 eV

=====

C5H12O | wB97M-V/def2-TZVPD

Last columns: bonded neighbours and bond lengths (Å).
Positions of all 18 atoms, in Å:
1 O -1.5892 -1.4645 2.0065  H8 0.997, H14 1.004
2 C 1.2245 -0.1856 0.3871  C4 1.534, C6 1.361, H11 1.149
3 C -0.3788 1.6428 -0.9065  C5 1.548, C6 1.569, H9 1.153, H16 1.024
4 C 2.2539 -1.2447 -0.0263  C2 1.534, H7 1.106, H15 1.096, H18 1.197
5 C -1.7809 1.0386 -1.1601  C3 1.548, H12 1.164, H13 1.147, H17 1.079
6 C 0.7440 0.5830 -0.6277  C2 1.361, C3 1.569, H10 1.148
7 H 2.4003 -1.9190 0.8379  C4 1.106
8 H -0.9381 -1.2314 2.7253  O1 0.997
9 H 0.0584 2.3015 -1.7454  C3 1.153
10 H 1.1149 0.2115 -1.6491  C6 1.148
11 H 1.1901 -0.1327 1.5348  C2 1.149
12 H -2.7429 1.6823 -1.0360  C5 1.164
13 H -2.0323 0.1034 -0.5447  C5 1.147
14 H -1.8946 -0.7488 1.3714  O1 1.004
15 H 2.0970 -1.8957 -0.8934  C4 1.096
16 H -0.4532 2.2198 -0.0641  C3 1.024
17 H -1.7238 0.8215 -2.2152  C5 1.079
18 H 3.2618 -0.7005 -0.3728  C4 1.197

Relative energy (zero: lowest compared OMol25 entry of this formula, charge and spin): 60.5 kcal/mol
Largest force on an atom: 0.107 Eh/bohr
Total charge: +1
Energy: -7415.66774 eV
Spin multiplicity: 2
LUMO (spin up / spin down): -4.882 / -8.799 eV

=====

C5H12O2 | wB97M-V/def2-TZVPD

Last columns: bonded neighbours and bond lengths (Å).
Positions of all 19 atoms, in Å:
1 O 1.4456 -2.5085 -0.7226  C7 1.411, H8 0.965
2 O -0.3992 -0.5829 1.0382  C3 1.399, C6 1.403
3 C -0.2005 0.2634 -0.0575  O2 1.399, C4 1.554, C5 1.741, H12 1.105
4 C 1.2373 -0.0159 -0.5758  C3 1.554, C7 1.553, H9 1.093, H15 1.098
5 C -0.6136 1.9226 0.2680  C3 1.741, H10 1.126, H14 1.099, H19 1.079
6 C -1.6317 -0.2348 1.6110  O2 1.403, H11 1.101, H13 1.092, H17 1.103
7 C 1.5042 -1.2872 -1.4271  O1 1.411, C4 1.553, H16 1.104, H18 1.101
8 H 0.6035 -2.5390 -0.2524  O1 0.965
9 H 1.5311 0.8397 -1.1884  C4 1.093
10 H -1.0120 2.4372 1.1871  C5 1.126
11 H -2.4776 -0.5674 0.9904  C6 1.101
12 H -0.9303 0.0034 -0.8460  C3 1.105
13 H -1.6875 -0.6618 2.6146  C6 1.092
14 H -1.3657 2.2256 -0.4730  C5 1.099
15 H 1.9145 -0.0718 0.2870  C4 1.098
16 H 0.8488 -1.3104 -2.3149  C7 1.104
17 H -1.6089 0.8668 1.5667  C6 1.103
18 H 2.5343 -1.2406 -1.8132  C7 1.101
19 H 0.3077 2.4616 0.1078  C5 1.079

Relative energy (zero: lowest compared OMol25 entry of this formula, charge and spin): 59.1 kcal/mol
Largest force on an atom: 0.032 Eh/bohr
Energy: -9472.57336 eV
LUMO: 0.977 eV

=====

C5H12O2 | wB97M-V/def2-TZVPD

Last columns: bonded neighbours and bond lengths (Å).
Positions of all 19 atoms, in Å:
1 O 0.0073 -0.0437 1.4600  C7 1.419, H18 0.967
2 O -2.6877 0.8956 0.6781  C4 1.424, H13 0.963
3 C 1.6038 0.0842 -0.3501  C6 1.523, C7 1.529, H9 1.099, H16 1.098
4 C -2.2944 0.0140 -0.3685  O2 1.424, C5 1.527, H8 1.099, H10 1.098
5 C -0.8582 0.3351 -0.7777  C4 1.527, C7 1.524, H15 1.099, H19 1.095
6 C 2.7023 -0.5366 0.5032  C3 1.523, H11 1.095, H14 1.096, H17 1.093
7 C 0.2010 -0.3388 0.0860  O1 1.419, C3 1.529, C5 1.524, H12 1.105
8 H -2.3576 -1.0262 -0.0205  C4 1.099
9 H 1.7417 -0.1905 -1.4049  C3 1.099
10 H -2.9666 0.1017 -1.2324  C4 1.098
11 H 3.6935 -0.1980 0.1832  C6 1.095
12 H 0.1161 -1.4340 -0.0352  C7 1.105
13 H -3.6283 1.0846 0.5955  O2 0.963
14 H 2.6820 -1.6303 0.4338  C6 1.096
15 H -0.7127 1.4222 -0.7152  C5 1.099
16 H 1.6685 1.1792 -0.2980  C3 1.098
17 H 2.5597 -0.2609 1.5514  C6 1.093
18 H -0.7692 0.5260 1.5466  O1 0.967
19 H -0.6987 0.0306 -1.8176  C5 1.095

Relative energy (zero: lowest compared OMol25 entry of this formula, charge and spin): 17.4 kcal/mol
Largest force on an atom: 0.009 Eh/bohr
Energy: -9474.37903 eV
LUMO: 0.769 eV

=====

C5H12O2 | wB97M-V/def2-TZVPD

Last columns: bonded neighbours and bond lengths (Å).
Positions of all 19 atoms, in Å:
1 O -0.9356 -2.3426 -1.1562  H11 0.965, H17 0.966
2 O -0.6202 -0.8193 1.6612  C4 1.379, H9 0.964
3 C -1.3731 0.3048 -0.2117  C4 1.336, C7 1.502, H14 1.088
4 C -0.3772 0.0890 0.6522  O2 1.379, C3 1.336, C6 1.506
5 C 2.2039 -0.0722 0.7132  C6 1.534, H12 1.097, H15 1.095, H18 1.094
6 C 0.9455 0.8056 0.7144  C4 1.506, C5 1.534, H8 1.094, H10 1.099
7 C -1.3561 1.1288 -1.4671  C3 1.502, H13 1.095, H16 1.096, H19 1.096
8 H 1.0017 1.5273 -0.1054  C6 1.094
9 H 0.1881 -0.9756 2.1631  O2 0.964
10 H 0.9251 1.3957 1.6416  C6 1.099
11 H -1.4043 -2.4048 -0.3145  O1 0.965
12 H 2.1590 -0.8813 1.4529  C5 1.097
13 H -0.3538 1.2259 -1.8978  C7 1.095
14 H -2.3015 -0.2216 0.0021  C3 1.088
15 H 3.0816 0.5338 0.9611  C5 1.095
16 H -1.9823 0.6429 -2.2236  C7 1.096
17 H -0.4186 -1.5389 -1.0138  O1 0.966
18 H 2.3763 -0.5329 -0.2645  C5 1.094
19 H -1.7583 2.1356 -1.3070  C7 1.096

Relative energy (zero: lowest compared OMol25 entry of this formula, charge and spin): 26.7 kcal/mol
Largest force on an atom: 0.009 Eh/bohr
Energy: -9473.97946 eV
LUMO: 0.717 eV

=====

C5H12O2 | wB97M-V/def2-TZVPD

Last columns: bonded neighbours and bond lengths (Å).
Positions of all 19 atoms, in Å:
1 O -1.3030 -0.2928 0.2063  C3 1.441, C5 1.426
2 O 1.6474 0.3812 0.3877  C4 1.418, H11 0.965
3 C -0.4504 0.3368 -0.7699  O1 1.441, C4 1.531, C6 1.529, H16 1.098
4 C 0.9182 -0.3277 -0.6008  O2 1.418, C3 1.531, C7 1.524, H18 1.098
5 C -0.5956 -1.3405 0.8669  O1 1.426, C7 1.523, H10 1.100, H15 1.095
6 C -0.3701 1.8637 -0.7373  C3 1.529, H8 1.093, H14 1.098, H17 1.091
7 C 0.5196 -1.7112 -0.1016  C4 1.524, C5 1.523, H9 1.095, H12 1.096
8 H -1.3540 2.3364 -0.6755  C6 1.093
9 H 1.3475 -2.2666 0.3512  C7 1.095
10 H -0.1838 -0.9793 1.8213  C5 1.100
11 H 2.4353 -0.1348 0.5981  O2 0.965
12 H 0.1128 -2.2985 -0.9324  C7 1.096
13 H -1.0560 1.6065 2.0485  H19 0.746
14 H 0.0893 2.1775 -1.6840  C6 1.098
15 H -1.2829 -2.1670 1.0773  C5 1.095
16 H -0.8621 0.0505 -1.7466  C3 1.098
17 H 0.2594 2.2370 0.0721  C6 1.091
18 H 1.4613 -0.3380 -1.5549  C4 1.098
19 H -1.3522 1.0609 1.6350  H13 0.746

Relative energy (zero: lowest compared OMol25 entry of this formula, charge and spin): 45.6 kcal/mol
Largest force on an atom: 0.007 Eh/bohr
Energy: -9473.16031 eV
LUMO: 0.789 eV